Record 1
Below is the ion C5H11N2O with charge +1 at a distorted geometry, with properties calculated with ωB97M-V with the def2-TZVPD basis set.

```
19
Properties=species:S:1:pos:R:3:nbo_charge:R:1
O 1.6296 0.7076 0.1747 -0.534
C 1.0362 0.0375 0.9811 0.550
N 1.1292 0.2702 2.3249 -0.763
C 0.0478 -1.0291 0.6074 0.151
N -1.6982 1.5793 -1.2258 -0.712
C -1.4242 0.2559 -0.7972 -0.147
C -0.2808 -0.3476 -1.5711 -0.406
C 0.0126 -1.5685 -0.7062 -0.536
H 0.7662 -0.4257 2.9561 0.397
H 2.0361 0.6300 2.5945 0.428
H -0.5334 -1.4788 1.4147 0.239
H -2.4437 2.0475 -0.7130 0.399
H -0.8680 2.1556 -1.3272 0.392
H -2.3514 -0.3296 -0.8119 0.236
H -1.1631 0.3541 0.3297 0.213
H -0.5933 -0.5861 -2.5866 0.258
H 0.5261 0.3766 -1.5110 0.266
H 1.0275 -1.9141 -0.9589 0.315
H -0.7432 -2.3419 -0.7693 0.255
```

Computed properties:
- Total charge: +1
- Orbital gap: 7.33 eV
- DFT total energy: -10382.014 eV
- HOMO level: -14.1110 eV



Record 2
Below is the ion C5H11N2O with charge +1 at a distorted geometry, with properties calculated with ωB97M-V with the def2-TZVPD basis set.

```
19
Properties=species:S:1:pos:R:3:nbo_charge:R:1
C 2.0245 -0.1151 -0.7875 -0.417
N 1.1129 -0.0751 0.2884 -0.439
C 0.6157 -1.1581 0.8465 0.062
C -0.7566 -1.0644 0.8636 -0.205
N -1.1395 0.2326 0.4471 -0.387
C -1.8683 -0.0184 -0.8728 -0.440
C 0.1528 1.0079 0.1936 0.422
O 0.3728 1.9035 1.1941 -0.662
H 1.5614 -0.1976 -1.7779 0.195
H 2.4259 0.9039 -0.8127 0.218
H 2.8400 -0.8093 -0.5938 0.242
H 1.1212 -2.0957 0.9597 0.256
H -1.3503 -1.7560 1.3404 0.247
H -1.7586 0.6773 1.0806 0.450
H -1.1889 -0.7160 -1.4653 0.248
H -2.9015 -0.4906 -0.6341 0.257
H -2.1053 0.9170 -1.4053 0.238
H 0.0880 1.4010 -0.8194 0.212
H 0.7540 1.4531 1.9547 0.504
```

Computed properties:
- SMILES string: CN1C=C[N@H+](C)[C@H]1O
- Total charge: +1
- Orbital gap: 10.06 eV
- DFT total energy: -10382.550 eV
- HOMO level: -12.9490 eV



Record 3
Below is the ion C5H11N2O with charge +1 at a distorted geometry, with properties calculated with ωB97M-V with the def2-TZVPD basis set.

```
19
Properties=species:S:1:pos:R:3:nbo_charge:R:1
O 1.7985 0.6855 0.7151 -0.516
C 1.0891 0.1647 1.5233 0.537
N 0.8753 0.6155 2.7695 -0.755
C 0.2578 -1.0279 1.1341 0.277
N -1.2981 1.2073 -2.2067 -0.786
C -0.4000 0.8336 -1.1809 -0.234
C -0.4534 -0.6825 -1.2361 -0.275
C 0.3861 -1.5329 -0.1263 -0.568
H 0.5213 -0.0078 3.5005 0.411
H 1.3770 1.4160 3.0869 0.433
H -0.3423 -1.4355 1.9331 0.224
H -1.1921 2.1655 -2.5214 0.391
H -2.2403 1.1323 -1.8735 0.365
H -0.7190 1.1552 -0.1799 0.159
H 0.6127 1.1837 -1.3795 0.235
H -1.4738 -0.9740 -1.0606 0.216
H -0.1930 -0.9807 -2.2331 0.262
H 1.4339 -1.4106 -0.4055 0.333
H -0.0396 -2.5072 -0.2591 0.287
```

Computed properties:
- Total charge: +1
- Orbital gap: 6.02 eV
- DFT total energy: -10381.836 eV
- HOMO level: -13.4124 eV



> orbital gap of number 2 (C5H11N2O)?

10.06 eV



> Which value of DFT total energy does entry 2 give?

-10382.550 eV